This record from OMol25 describes a single C8H18N4 molecule at a distorted geometry. The level of theory is wB97M-V/def2-TZVPD.

Each line ends with the natural charge from an NBO analysis.
Element x y z (Å)
H  -1.0401  -1.5764  2.0344  0.208
H  -0.8612  -2.9629  1.0003  0.231
H  3.2584  1.1781  1.0493  0.206
H  0.9778  0.1225  1.5734  0.124
N  -0.2029  -0.9986  -0.6882  -0.137
C  -1.5145  -1.0984  0.0026  -0.162
C  -0.6224  2.2743  -0.9355  -0.583
C  -0.6351  1.2066  0.1354  -0.162
H  1.8182  -1.9499  0.1430  0.224
H  -0.8312  1.9649  -1.9889  0.204
C  2.3976  1.3280  0.5624  -0.602
H  -0.1402  -1.9488  -2.4088  0.344
C  1.4983  0.0949  0.4992  0.013
C  -1.5721  -2.0960  1.1756  -0.608
H  2.6154  1.4981  -0.4199  0.201
H  -0.7198  -0.4131  -2.6122  0.332
N  0.3438  0.2309  -0.3499  -0.308
H  -2.2320  -1.4186  -0.6597  0.207
H  -0.5247  1.7400  1.0322  0.229
H  -1.4468  3.0033  -0.7156  0.205
C  2.4297  -1.0796  0.1959  -0.634
H  0.2899  2.8420  -1.0062  0.219
N  -2.9717  0.8030  0.7427  -0.655
H  -3.8088  0.3440  0.9794  0.365
C  -1.8831  0.3626  0.2966  0.345
H  1.9709  2.1325  0.9328  0.193
H  3.3490  -1.2198  0.7669  0.217
H  -2.5226  -2.3774  1.5066  0.217
H  2.6781  -1.0195  -0.7940  0.215
N  -0.0980  -0.9668  -2.0496  -0.648

Computed properties:
energy relative to the best compared isomer or geometry (same formula, charge and spin)	345.4	kJ/mol
spin multiplicity	1
Kohn-Sham gap	8.861	eV
SMILES	[H]/N=C1\[C@H](C)N(N)N(C(C)C)[C@H]1C
charge	0
HOMO level	-0.2887	Eh

***

This record from OMol25 describes a molecular structure, C8H18NO3P at a distorted geometry. The level of theory is wB97M-V/def2-TZVPD.

Each line ends with the natural charge from an NBO analysis.
Element x y z (Å)
N  -2.8101  -0.0772  -0.2776  -0.787
H  -4.5062  -1.2350  0.0478  0.169
H  3.5994  -2.3009  0.3707  0.234
H  -0.0048  -1.0086  -2.6324  0.548
H  2.3023  2.0260  1.0937  0.206
H  -3.6672  -1.6898  -1.3261  0.209
O  -0.8552  -0.2707  -2.1712  -1.075
H  -4.6210  -0.2135  -1.3801  0.186
H  2.9031  0.1729  0.6412  0.233
H  0.3255  2.0147  -1.6661  0.252
H  3.4055  -2.7963  -1.2208  0.233
H  1.7287  0.8842  -1.9387  0.213
O  1.3337  -1.6036  -1.5943  -0.586
C  1.2803  1.9792  1.3172  -0.611
C  1.8947  -0.2590  0.3871  -0.569
C  -3.3318  1.0803  0.4347  -0.391
C  -3.9122  -0.7861  -0.7836  -0.403
C  0.9243  1.0301  0.1249  0.320
H  1.9249  2.5994  -1.2762  0.209
H  0.9260  1.5618  2.2743  0.220
H  0.7839  2.8672  1.1249  0.211
H  1.3564  -1.0140  1.0979  0.277
C  3.4256  -1.8866  -0.6099  -0.730
P  -1.1907  -0.6271  -0.5661  1.519
C  1.2887  1.6136  -1.2695  -0.663
O  -0.4028  0.6422  0.1007  -0.848
H  4.3421  -1.2495  -0.9171  0.231
H  -3.8579  1.7781  -0.2697  0.181
H  -2.6293  1.5877  1.0030  0.210
H  -4.0595  0.6973  1.2294  0.177
C  2.1032  -1.1489  -0.7783  0.625

Computed properties:
energy relative to the best compared isomer or geometry (same formula, charge and spin)	272.9	kJ/mol
spin multiplicity	1
Kohn-Sham gap	8.384	eV
charge	0
HOMO level	-0.2853	Eh

***

| no. | M (g/mol) |
| --- | --- |
| 1 | 170.260 |
| 2 | 207.210 |